No. 1
DFT (ωB97M-V with the def2-TZVPD basis set) results for a structure of composition C28H87N3O25SSi at a distorted geometry.

Last column: Mulliken charge in e.
Element x y z (Å)
C 1.263 1.703 -5.646  -1.6657
C 1.403 2.229 -4.200  0.7182
C 0.487 3.433 -4.020  -1.9418
C 0.214 3.912 -2.570  0.5280
C -1.013 4.847 -2.514  -1.8306
C 0.095 2.849 -1.492  0.9245
C 0.872 3.050 -0.293  -0.7979
O 1.685 4.160 -0.195  -0.6776
C 3.012 3.877 -0.698  0.1563
C 3.760 5.138 -1.043  -1.3609
C 0.766 2.215 0.788  0.8499
C 1.420 2.345 2.150  -1.9374
C 2.581 1.370 2.409  0.5936
O 3.731 2.049 2.908  -0.6307
Si 4.695 1.021 3.853  0.6130
C 4.164 1.015 5.639  -1.0034
C 6.444 1.663 3.731  -1.0112
C 4.653 -0.721 3.108  -0.8733
C -0.085 1.095 0.695  -0.0051
N -0.292 0.225 1.662  -0.1879
S -1.384 -0.815 1.099  0.0450
N -1.597 -0.224 -0.369  0.0701
C -0.827 0.883 -0.501  0.2456
C -0.761 1.781 -1.614  1.1024
C -1.570 1.695 -2.897  -0.9399
C -2.600 0.604 -3.065  -1.2329
C -1.857 -0.649 -3.554  -0.4456
N -2.618 -1.877 -3.434  -0.2287
C -1.881 -2.966 -2.802  0.0408
C -1.646 -4.134 -3.708  -0.0166
C -0.374 -4.605 -3.977  -0.4468
C -0.172 -5.677 -4.802  -0.8054
C -1.253 -6.323 -5.363  -0.4257
C -2.533 -5.886 -5.096  -0.0425
C -2.704 -4.805 -4.278  -0.0481
O -4.008 -4.399 -3.988  -0.5452
H 2.039 2.100 -6.290  0.4790
H 1.238 0.621 -5.686  0.1847
H 0.330 2.050 -6.085  0.3492
H 2.426 2.550 -4.067  0.5160
H 1.122 1.399 -3.565  -0.1992
H -0.479 3.175 -4.433  0.5671
H 0.832 4.270 -4.617  0.5148
H 1.050 4.541 -2.287  0.2628
H -0.768 5.675 -1.856  0.4581
H -1.889 4.373 -2.091  0.3247
H -1.215 5.290 -3.481  0.4115
H 2.923 3.248 -1.584  -0.0886
H 3.551 3.333 0.070  0.4485
H 4.083 5.665 -0.155  0.3926
H 4.624 4.823 -1.611  0.2650
H 3.175 5.792 -1.681  0.3225
H 1.739 3.366 2.293  0.6115
H 0.632 2.100 2.851  0.4716
H 2.802 0.744 1.545  -0.4021
H 2.252 0.708 3.214  0.5896
H 4.882 1.602 6.204  0.2364
H 3.167 1.408 5.813  0.3427
H 4.179 0.022 6.063  0.2852
H 6.683 1.904 2.713  0.2882
H 6.547 2.542 4.358  0.1538
H 7.120 0.896 4.094  0.3357
H 3.828 -1.253 3.570  0.2630
H 4.499 -0.670 2.038  0.2618
H 5.596 -1.196 3.348  0.4643
H -0.933 1.610 -3.763  -0.6589
H -2.051 2.661 -2.995  1.1779
H -3.169 0.399 -2.169  -0.2939
H -3.303 0.830 -3.862  0.8148
H -0.916 -0.696 -3.002  -0.1081
H -1.587 -0.490 -4.600  0.4998
H -3.433 -1.703 -2.866  0.3715
H -0.921 -2.660 -2.386  0.1792
H -2.455 -3.355 -1.983  0.2884
H 0.485 -4.123 -3.534  0.4330
H 0.829 -6.009 -5.018  0.3803
H -1.112 -7.164 -6.021  0.3896
H -3.373 -6.404 -5.522  0.4804
H -4.287 -3.843 -4.719  0.2758
O 5.273 0.592 -0.346  -0.6445
H 5.374 1.146 0.437  0.2964
H 4.363 0.740 -0.626  0.2874
O -3.309 -3.526 0.706  -0.4668
H -3.204 -4.422 1.051  0.2754
H -2.887 -2.968 1.366  0.1895
O 2.126 -1.256 6.077  -0.5548
H 2.380 -2.138 6.366  0.3004
H 1.336 -1.401 5.547  0.2600
O 6.742 4.662 -0.324  -0.6788
H 7.160 4.331 -1.128  0.3182
H 6.760 5.619 -0.427  0.2975
O 1.856 -1.633 0.027  -0.6813
H 2.280 -1.289 0.821  0.2882
H 1.008 -1.176 -0.005  0.5042
O -4.785 0.616 -0.771  -0.5722
H -4.235 -0.046 -0.340  0.0859
H -4.995 1.240 -0.062  0.3629
O 8.869 6.172 1.116  -0.6065
H 8.517 5.394 0.664  0.3990
H 8.193 6.846 1.001  0.2840
O -6.381 -3.417 -0.554  -0.6582
H -6.403 -3.986 -1.331  0.3132
H -5.614 -3.730 -0.059  0.3105
O -8.165 -3.886 2.109  -0.6436
H -7.583 -3.816 1.343  0.2688
H -7.782 -4.594 2.644  0.3429
O 1.967 -1.433 -4.833  -0.6631
H 2.921 -1.369 -4.711  0.3165
H 1.631 -1.603 -3.945  0.3033
O 6.697 0.399 7.436  -0.5703
H 7.569 0.212 7.801  0.2729
H 6.099 0.290 8.183  0.3012
O -3.494 2.700 1.215  -0.6659
H -2.919 2.761 0.443  0.3202
H -3.111 1.996 1.750  0.3323
O -7.915 -4.894 4.754  -0.6290
H -7.519 -4.537 5.556  0.3258
H -8.762 -4.442 4.690  0.2967
O 3.398 -3.634 -3.803  -0.6220
H 3.487 -4.587 -3.704  0.2900
H 2.734 -3.521 -4.495  0.3416
O -3.012 -0.062 3.970  -0.5618
H -2.061 -0.074 4.124  0.2917
H -3.398 -0.054 4.850  0.2634
O 4.620 3.601 -4.143  -0.6045
H 4.834 3.523 -5.078  0.2707
H 5.222 2.974 -3.724  0.3108
O -4.094 -7.361 -1.995  -0.6485
H -4.135 -8.196 -2.471  0.2949
H -3.971 -6.709 -2.696  0.3405
O -5.432 -3.405 6.450  -0.6168
H -5.048 -3.912 5.728  0.3071
H -5.235 -2.491 6.227  0.3091
O 7.445 3.672 7.308  -0.6463
H 7.270 2.723 7.322  0.3487
H 7.046 3.974 6.487  0.3285
O -11.124 -4.054 2.368  -0.6173
H -10.168 -4.052 2.520  0.3625
H -11.520 -4.075 3.243  0.3220
O -7.620 -2.213 8.319  -0.6362
H -7.209 -2.712 7.604  0.3254
H -7.450 -1.292 8.107  0.3042
O -6.029 2.796 -2.590  -0.6393
H -5.825 2.755 -3.528  0.3097
H -5.591 2.023 -2.214  0.3271

Computed properties:
DFT total energy   -3852.04715 Eh
Total charge   0

=====

No. 2
DFT (ωB97M-V with the def2-TZVPD basis set) results for an isolated molecule of C5H7N.

Last column: Mulliken charge in e.
Element x y z (Å)
C -0.063 -0.643 2.315  -0.9806
C 0.358 -0.577 0.880  0.1009
N -0.487 -0.457 -0.055  -0.4054
C 0.040 -0.337 -1.407  -0.6504
C -0.258 1.001 -1.938  -0.3840
C -0.503 2.109 -2.337  0.2121
H -1.149 -0.558 2.386  0.2624
H 0.263 -1.581 2.778  0.2929
H 0.401 0.175 2.879  0.2854
H 1.442 -0.620 0.678  0.2853
H -0.446 -1.091 -2.038  0.2758
H 1.128 -0.515 -1.459  0.3216
H -0.727 3.094 -2.682  0.3841

Computed properties:
DFT total energy   -249.38252 Eh
Total charge   0
SMILES   C#CC/N=C/C

=====

No. 3
DFT (ωB97M-V with the def2-TZVPD basis set) results for a cluster of 16 separate species, C3H37O16 in total at a distorted geometry.

Last column: Mulliken charge in e.
Element x y z (Å)
C 0.377 -0.825 -0.581  -1.3935
C 0.072 -0.183 0.805  1.8545
C 0.957 -0.491 1.925  -1.7585
O 0.132 1.295 0.563  1.0736
H -0.102 -1.786 -0.630  0.3896
H 1.470 -0.964 -0.594  0.2926
H -0.020 -0.264 -1.382  0.0607
H -0.894 -0.303 1.278  -0.5356
H 1.048 -1.565 2.192  0.4530
H 0.674 0.139 2.859  0.0709
H 1.972 -0.149 1.640  0.4460
O 3.083 -0.419 -2.988  -0.6389
H 3.520 0.201 -3.564  0.2878
H 2.964 -1.213 -3.484  0.2987
O 0.740 -4.094 0.791  -0.8012
H 0.963 -3.209 1.000  0.2673
H 0.607 -4.213 -0.152  0.4452
O -0.216 2.622 -2.812  -0.6372
H -0.917 2.052 -3.118  0.2625
H 0.437 2.012 -2.475  0.3655
O 0.140 2.210 4.399  -0.7860
H 0.947 2.258 3.884  0.3841
H -0.485 1.983 3.666  0.4325
O 0.145 -4.267 -1.900  -0.6140
H 0.754 -3.745 -2.419  0.3104
H -0.789 -4.070 -2.125  0.2617
O -0.427 -2.018 -3.473  -0.6310
H -1.178 -2.260 -2.960  0.2971
H -0.826 -1.948 -4.330  0.2618
O -2.095 1.702 -0.743  -0.7267
H -1.233 1.467 -0.428  -0.0588
H -1.999 1.650 -1.704  0.2017
O -1.661 -3.053 2.271  -0.6198
H -0.810 -3.307 1.924  0.4121
H -2.092 -3.053 1.447  0.2706
O -2.058 -0.425 3.898  -0.6850
H -1.902 0.242 3.210  0.2501
H -1.641 -1.190 3.554  0.3676
O -3.574 0.035 0.907  -0.7065
H -2.853 0.459 0.436  0.3458
H -3.426 0.096 1.839  0.3876
O 0.240 4.000 -0.033  -0.7479
H -0.254 3.754 -0.810  0.3890
H 0.403 3.177 0.408  0.1788
O -1.660 1.850 2.560  -0.8222
H -1.259 1.620 1.713  0.2660
H -1.756 2.841 2.596  0.3276
O 2.035 1.745 -1.116  -0.7866
H 2.527 0.976 -1.028  0.4307
H 1.288 1.619 -0.467  -0.1651
O 1.869 2.456 2.131  -0.8052
H 2.549 2.636 1.532  0.3122
H 1.234 1.914 1.660  0.1618
O 1.020 0.276 -4.237  -0.7058
H 1.713 0.022 -3.628  0.4564
H 0.262 -0.290 -3.898  0.3520

Computed properties:
DFT total energy   -1340.36414 Eh
Total charge   -1

=====

What is the formula in the second record? C5H7N